The following is a quantum chemistry calculation of C29H59GaI2NO18 as an isolated structure at a distorted geometry, from the Open Molecules 2025 dataset.

Relative energy (zero: lowest compared OMol25 entry of this formula, charge and spin) in kJ/mol: 348.3
DFT total energy in a.u.: -5069.549628
Net charge: -1
Frontier orbital gap in eV: 6.1932
Strongest force on any atom in Eh/bohr: 0.101

Each line ends with the Löwdin charge.
Positions of all 110 atoms, in Å:
C: -1.688 -4.767 1.549  -0.1703
N: -1.611 -5.795 0.518  -0.1999
C: -1.019 -5.269 -0.752  -0.3524
Ga: 0.991 -5.645 -0.732  0.2778
C: 2.104 -3.919 -1.053  -0.7940
I: 1.101 -2.026 -1.069  0.9476
C: 3.421 -3.852 -1.220  -0.9726
C: 4.326 -2.677 -1.438  -0.2144
I: 4.567 -5.636 -1.113  0.9570
H: -2.684 -4.702 1.982  0.0743
H: -1.016 -5.021 2.365  0.0305
H: -1.442 -3.775 1.177  0.0672
H: -2.553 -6.080 0.298  0.0658
H: -1.277 -4.215 -0.881  -0.0041
H: -1.483 -5.813 -1.568  0.0269
H: 1.377 -6.669 -1.917  -0.0893
H: 1.434 -6.304 0.659  -0.0308
H: 3.808 -1.844 -1.885  0.0269
H: 4.790 -2.394 -0.498  0.0811
H: 5.138 -2.966 -2.096  0.0486
C: -0.829 -0.276 -4.486  -0.0623
C: 0.225 0.523 -3.757  -0.2274
O: 0.962 1.387 -4.653  0.0506
C: 0.351 2.495 -5.022  -0.6086
O: -0.740 2.872 -4.668  0.0976
O: 1.148 3.158 -5.862  0.0101
C: 0.584 4.361 -6.386  -0.0377
H: -0.380 -0.835 -5.307  0.0839
H: -1.296 -0.982 -3.800  0.0755
H: -1.603 0.370 -4.900  0.0717
H: 0.966 -0.146 -3.326  0.0330
H: -0.204 1.115 -2.949  0.1236
H: 0.245 5.015 -5.587  0.0941
H: -0.246 4.130 -7.053  0.0972
H: 1.372 4.855 -6.947  0.0866
C: 4.682 9.349 -7.386  -0.0649
C: 3.309 9.973 -7.495  -0.2102
O: 2.717 9.750 -8.785  0.0388
C: 2.211 8.535 -8.974  -0.6177
O: 2.183 7.643 -8.169  0.1194
O: 1.728 8.476 -10.214  0.0067
C: 1.194 7.200 -10.577  -0.0364
H: 5.325 9.701 -8.193  0.0812
H: 5.140 9.614 -6.433  0.0802
H: 4.626 8.263 -7.449  0.0753
H: 3.374 11.055 -7.402  0.1211
H: 2.639 9.607 -6.717  0.1234
H: 0.448 6.871 -9.858  0.0939
H: 1.992 6.462 -10.648  0.0987
H: 0.732 7.332 -11.551  0.0922
C: 0.177 -8.075 4.976  -0.0541
C: -0.924 -7.066 4.745  -0.1900
O: -1.990 -7.210 5.717  0.0494
C: -1.688 -6.656 6.882  -0.6184
O: -0.686 -6.028 7.097  0.1108
O: -2.685 -6.870 7.748  0.0037
C: -2.444 -6.342 9.051  -0.0490
H: -0.231 -9.088 4.975  0.0789
H: 0.921 -7.993 4.185  0.0876
H: 0.669 -7.911 5.934  0.0732
H: -1.373 -7.233 3.770  0.1255
H: -0.545 -6.046 4.768  0.0999
H: -2.190 -5.286 9.003  0.0940
H: -1.642 -6.892 9.541  0.0959
H: -3.368 -6.473 9.606  0.0892
C: 0.456 -3.399 5.251  -0.0593
C: -0.005 -2.811 3.935  -0.2089
O: 1.078 -2.371 3.102  0.0316
C: 1.697 -3.373 2.473  -0.6162
O: 1.426 -4.538 2.572  0.0916
O: 2.638 -2.861 1.681  -0.0220
C: 3.355 -3.853 0.936  -0.2788
H: 1.077 -2.690 5.802  0.0727
H: -0.409 -3.654 5.863  0.0711
H: 1.039 -4.305 5.097  0.0729
H: -0.612 -1.923 4.109  0.1223
H: -0.610 -3.523 3.374  0.0783
H: 2.672 -4.492 0.380  -0.0804
H: 3.967 -4.459 1.604  0.0936
H: 3.994 -3.309 0.246  0.0057
C: -0.263 1.015 10.920  -0.0675
C: -0.706 1.552 9.576  -0.2147
O: 0.404 1.992 8.781  0.0353
C: 1.100 1.018 8.195  -0.6179
O: 0.865 -0.158 8.259  0.1251
O: 2.099 1.575 7.515  0.0066
C: 2.955 0.636 6.854  -0.0289
H: 0.344 1.755 11.443  0.0799
H: -1.131 0.777 11.534  0.0779
H: 0.333 0.112 10.802  0.0746
H: -1.324 2.438 9.707  0.1202
H: -1.285 0.815 9.022  0.1236
H: 2.382 -0.033 6.217  0.0922
H: 3.519 0.060 7.585  0.0981
H: 3.636 1.225 6.247  0.0933
C: -3.493 4.716 -2.743  -0.0592
C: -3.440 4.439 -4.229  -0.1986
O: -4.723 4.009 -4.735  0.0468
C: -5.621 4.963 -4.914  -0.6204
O: -5.468 6.144 -4.735  0.1156
O: -6.748 4.394 -5.358  0.0013
C: -7.829 5.304 -5.549  -0.0496
H: -3.865 3.841 -2.209  0.0832
H: -2.494 4.950 -2.376  0.0806
H: -4.150 5.555 -2.517  0.0719
H: -2.753 3.623 -4.433  0.0912
H: -3.102 5.312 -4.787  0.1239
H: -7.535 6.131 -6.192  0.0926
H: -8.175 5.689 -4.591  0.0963
H: -8.623 4.735 -6.022  0.0904

The following is a quantum chemistry calculation of C29H59IN2NaO20 as an isolated structure at a distorted geometry, from the Open Molecules 2025 dataset.

Relative energy (zero: lowest compared OMol25 entry of this formula, charge and spin) in kJ/mol: 90.9
DFT total energy in a.u.: -3214.050567
Net charge: -1
Frontier orbital gap in eV: 1.0081
Strongest force on any atom in Eh/bohr: 0.053

Each line ends with the Löwdin charge.
Positions of all 112 atoms, in Å:
C: -2.394 3.299 1.778  -0.0947
O: -2.158 3.642 3.135  -0.1592
C: -1.727 2.568 3.920  -0.2451
C: -2.888 1.643 4.301  -0.1659
C: -2.362 0.402 5.035  -0.1673
C: -2.034 -0.713 3.988  -0.1669
C: -0.556 -1.213 3.945  -0.1892
C: -0.035 -1.484 2.588  -0.2022
C: -0.476 -2.433 1.774  -0.5244
I: -2.000 -3.794 2.228  1.0344
C: 0.168 -2.581 0.435  -0.4130
O: 0.101 -3.628 -0.168  0.0575
C: 0.890 -1.414 -0.106  -0.1271
C: 1.044 -1.377 -1.588  -0.0583
O: -0.174 -0.897 -2.259  -0.0903
N: -1.077 -0.349 -1.408  -0.0495
O: -1.820 0.383 -1.984  -0.0644
C: 1.381 -0.471 0.707  -0.0854
C: 2.188 0.689 0.228  -0.1028
C: 1.367 1.804 -0.372  -0.2116
O: 0.298 2.187 0.510  -0.0821
C: 1.109 -0.642 2.147  -0.2684
O: 1.788 -0.114 3.007  0.0953
H: -1.894 2.367 1.509  0.0703
H: -1.967 4.084 1.158  0.0918
H: -3.458 3.170 1.579  0.0903
H: -0.945 1.980 3.416  0.1246
H: -1.304 2.951 4.851  0.1237
H: -3.425 1.336 3.408  0.1115
H: -3.571 2.219 4.923  0.1200
H: -1.468 0.670 5.610  0.0455
H: -3.147 0.049 5.695  0.1124
H: -2.695 -1.547 4.182  0.0441
H: -2.248 -0.349 2.985  0.1169
H: -0.503 -2.135 4.536  0.1263
H: 0.080 -0.483 4.423  0.0115
H: 1.858 -0.732 -1.887  0.1261
H: 1.190 -2.392 -1.941  0.1329
H: 2.889 0.323 -0.529  0.1142
H: 2.817 1.076 1.024  0.1174
H: 2.035 2.656 -0.506  0.1114
H: 0.963 1.554 -1.356  0.1005
H: -0.406 2.528 -0.051  0.0587
C: -6.929 -3.059 4.202  0.0459
N: -5.601 -2.392 4.172  -0.4322
O: -5.551 -1.218 3.868  0.0715
O: -4.638 -3.079 4.452  0.0048
H: -7.684 -2.336 3.920  0.0929
H: -6.893 -3.878 3.491  0.0959
H: -7.088 -3.419 5.215  0.0998
C: -9.339 -4.604 0.172  -0.0782
C: -8.978 -3.255 0.769  -0.2834
O: -7.595 -3.088 1.016  -0.1883
C: -6.744 -3.165 -0.120  -0.2654
C: -7.027 -2.124 -1.187  -0.0766
H: -8.945 -5.414 0.789  0.0804
H: -10.423 -4.708 0.107  0.0762
H: -8.934 -4.724 -0.833  0.0684
H: -9.462 -3.148 1.742  0.1122
H: -9.355 -2.441 0.141  0.1100
H: -6.776 -4.172 -0.551  0.1102
H: -5.735 -3.024 0.270  0.1148
H: -7.996 -2.281 -1.662  0.0699
H: -6.273 -2.176 -1.968  0.0606
H: -7.024 -1.120 -0.761  0.0873
O: -1.447 2.012 -4.609  0.1026
H: -2.293 1.907 -5.150  0.1159
H: -0.629 1.783 -5.157  0.1095
H: -1.497 1.454 -3.777  0.0784
O: -6.639 -1.353 -4.304  -0.0650
H: -5.677 -1.339 -4.385  0.0157
H: -6.949 -1.163 -5.195  0.0372
C: -3.016 -2.371 -6.126  -0.1562
O: -3.292 -1.084 -5.570  -0.1907
H: -3.602 -2.468 -7.036  0.0765
H: -1.957 -2.470 -6.372  0.0765
H: -3.298 -3.167 -5.432  0.0773
H: -2.771 -1.003 -4.763  0.0472
C: 4.752 6.194 -1.407  -0.0714
C: 5.763 5.305 -2.103  -0.2171
O: 6.430 4.440 -1.183  0.0371
C: 5.733 3.366 -0.796  -0.6184
O: 4.618 3.082 -1.163  0.1095
O: 6.477 2.682 0.059  0.0055
C: 5.829 1.518 0.617  -0.0255
H: 5.227 6.741 -0.590  0.0785
H: 4.328 6.911 -2.112  0.0738
H: 3.941 5.603 -0.984  0.0673
H: 6.549 5.908 -2.553  0.1237
H: 5.300 4.718 -2.897  0.1238
H: 5.452 0.837 -0.149  0.0637
H: 5.018 1.842 1.273  0.0856
H: 6.576 0.993 1.204  0.0977
C: 8.590 -0.398 -2.366  -0.0807
C: 9.108 0.942 -2.854  -0.3031
O: 8.033 1.873 -3.035  -0.0917
H: 7.866 -0.811 -3.071  0.0716
H: 9.410 -1.108 -2.245  0.0710
H: 8.076 -0.296 -1.408  0.0679
H: 9.601 0.837 -3.819  0.1101
H: 9.830 1.353 -2.149  0.0936
H: 7.604 1.980 -2.180  0.0502
C: 12.505 2.122 -1.726  -0.9815
O: 12.237 2.322 -0.528  0.0614
O: 12.350 0.995 -2.296  0.0661
O: 12.961 3.020 -2.502  0.0690
Na: 0.284 0.132 5.849  0.6032
C: 4.460 -1.959 0.553  -0.4580
O: 4.841 -1.201 -0.481  -0.3720
H: 4.707 -1.576 1.588  0.0444
H: 3.341 -2.097 0.613  0.0310
H: 4.825 -3.019 0.609  0.0426

The following is a quantum chemistry calculation of a 7-piece molecular cluster, C29H61BIO12P overall at a distorted geometry, from the Open Molecules 2025 dataset.

SMILES: CCOB(O)O[P@](=O)(O)OCCCI.C1CCOC1.C1CCOC1.C1CCOC1.C1CCOC1.C1CCOC1.C1CCOC1
DFT total energy in a.u.: -2708.305562
Net charge: 0
Frontier orbital gap in eV: 8.8094
Strongest force on any atom in Eh/bohr: 0.127

Each line ends with the Löwdin charge.
Positions of all 105 atoms, in Å:
C: 5.416 -0.106 0.358  -0.0895
C: 4.040 -0.386 -0.540  -0.2272
O: 3.125 -1.351 0.088  -0.0099
B: 1.927 -1.606 -0.754  -0.5526
O: 1.826 -0.872 -2.065  0.0217
O: 0.824 -2.533 -0.433  -0.0703
P: -0.521 -1.661 0.332  0.8435
O: 0.145 -0.285 0.848  -0.3406
O: -1.033 -2.654 1.665  -0.1755
O: -1.759 -1.234 -0.808  -0.2307
C: -3.099 -1.674 -0.397  -0.2258
C: -4.272 -0.643 -0.994  -0.2236
C: -4.384 0.730 -0.055  -0.6289
I: -6.216 0.791 1.170  0.6419
H: 6.177 0.519 -0.297  0.0838
H: 5.193 0.560 1.320  0.0685
H: 5.892 -1.121 0.756  0.0931
H: 3.520 0.657 -0.796  0.1402
H: 4.401 -0.827 -1.571  0.1311
H: 1.531 0.062 -1.777  0.1295
H: -1.428 -2.025 2.364  0.1157
H: -3.300 -2.704 -0.950  0.1416
H: -3.285 -1.710 0.757  0.1251
H: -5.346 -1.155 -0.906  0.0915
H: -4.089 -0.337 -2.109  0.1086
H: -3.471 0.876 0.662  0.0429
H: -4.440 1.647 -0.784  0.0487
C: 3.010 -0.047 5.073  -0.1755
C: 3.362 1.362 5.474  -0.1734
C: 4.404 1.735 4.442  -0.1959
O: 4.083 1.011 3.247  -0.1611
C: 3.091 0.025 3.563  -0.1924
H: 2.031 -0.375 5.432  0.1149
H: 3.767 -0.742 5.455  0.0989
H: 2.483 2.009 5.368  0.1029
H: 3.728 1.449 6.501  0.1163
H: 5.406 1.428 4.760  0.1198
H: 4.418 2.808 4.230  0.1177
H: 2.141 0.356 3.130  0.1038
H: 3.365 -0.933 3.112  0.1220
C: -0.294 2.477 3.489  -0.1662
C: -1.330 2.208 4.549  -0.1783
C: -2.620 2.313 3.766  -0.2027
O: -2.328 1.896 2.425  -0.1693
C: -0.904 1.811 2.275  -0.2145
H: 0.698 2.088 3.735  0.0937
H: -0.208 3.556 3.319  0.1207
H: -1.210 1.189 4.936  0.1145
H: -1.286 2.902 5.393  0.1157
H: -2.977 3.348 3.724  0.1195
H: -3.415 1.687 4.181  0.1158
H: -0.636 0.749 2.228  0.0691
H: -0.602 2.288 1.338  0.1195
C: -1.215 3.472 -3.132  -0.1761
C: -2.102 3.391 -4.347  -0.1783
C: -2.439 1.917 -4.396  -0.1929
O: -2.432 1.444 -3.042  -0.1566
C: -1.849 2.455 -2.208  -0.2074
H: -1.161 4.472 -2.693  0.1169
H: -0.198 3.156 -3.393  0.1161
H: -3.013 3.978 -4.181  0.1184
H: -1.626 3.750 -5.263  0.1184
H: -1.681 1.354 -4.950  0.1235
H: -3.416 1.725 -4.848  0.0940
H: -2.654 2.905 -1.617  0.1087
H: -1.127 2.000 -1.525  0.1136
C: 0.010 -4.607 -4.225  -0.1800
C: 0.362 -3.198 -3.823  -0.1818
C: 1.404 -2.825 -4.855  -0.2031
O: 1.083 -3.549 -6.051  -0.1390
C: 0.091 -4.535 -5.734  -0.2109
H: -0.969 -4.935 -3.865  0.1132
H: 0.767 -5.302 -3.842  0.1176
H: -0.517 -2.551 -3.929  0.1242
H: 0.728 -3.111 -2.797  0.0849
H: 2.406 -3.132 -4.537  0.1195
H: 1.418 -1.752 -5.067  0.1182
H: -0.859 -4.204 -6.167  0.1152
H: 0.365 -5.492 -6.185  0.1155
C: 4.204 -3.758 8.454  -0.1818
C: 5.700 -3.710 8.631  -0.1833
C: 6.126 -2.813 7.490  -0.2025
O: 5.046 -1.899 7.254  -0.1549
C: 3.897 -2.354 7.981  -0.2095
H: 3.662 -4.030 9.363  0.1161
H: 3.946 -4.481 7.670  0.1186
H: 5.945 -3.238 9.590  0.1172
H: 6.178 -4.693 8.603  0.1160
H: 6.285 -3.386 6.571  0.1191
H: 7.039 -2.254 7.715  0.1187
H: 3.747 -1.675 8.828  0.1198
H: 3.013 -2.311 7.339  0.1116
C: -6.565 2.556 -7.477  -0.1803
C: -5.641 2.518 -8.666  -0.1814
C: -4.381 3.145 -8.109  -0.1977
O: -4.341 2.825 -6.711  -0.1634
C: -5.615 2.289 -6.329  -0.2119
H: -7.381 1.831 -7.531  0.1169
H: -7.000 3.557 -7.376  0.1184
H: -5.446 1.478 -8.952  0.1183
H: -6.028 3.046 -9.541  0.1163
H: -4.405 4.236 -8.202  0.1188
H: -3.476 2.773 -8.598  0.1203
H: -5.488 1.214 -6.162  0.1185
H: -5.945 2.751 -5.395  0.1220